C31H79NO11 | ωB97M-V with the def2-TZVPD basis set

```
122
Properties=species:S:1:pos:R:3
C 3.47 0.29 -1.31
C 3.57 -1.20 -1.75
C 3.70 -1.19 -3.27
C 4.83 -1.82 -1.09
C 4.91 -3.32 -1.03
C 3.61 -3.90 -0.43
C 2.39 -3.44 -1.18
C 2.32 -4.14 -2.58
C 1.16 -3.82 -0.29
N 2.41 -1.91 -1.18
O 1.22 -1.41 -1.78
H 2.61 0.74 -1.84
H 3.31 0.34 -0.21
H 4.39 0.82 -1.60
H 3.78 -2.21 -3.61
H 2.90 -0.69 -3.79
H 4.65 -0.73 -3.52
H 5.81 -1.50 -1.50
H 4.87 -1.45 -0.04
H 4.93 -3.74 -2.01
H 5.81 -3.59 -0.52
H 3.54 -3.32 0.48
H 3.60 -4.97 -0.24
H 2.03 -5.23 -2.43
H 3.30 -4.14 -3.08
H 1.64 -3.60 -3.19
H 0.25 -3.65 -0.84
H 1.22 -3.23 0.60
H 1.30 -4.90 0.09
H 0.87 -0.79 -1.14
C -2.16 4.32 4.51
C -1.97 2.79 4.26
C -0.53 2.29 4.36
O -2.64 2.18 5.37
H -3.22 4.56 4.33
H -1.48 4.82 3.81
H -1.98 4.67 5.55
H -2.37 2.53 3.32
H -0.47 1.20 4.31
H -0.13 2.54 5.35
H 0.13 2.74 3.64
H -2.74 1.21 5.25
C -6.20 -0.84 -2.37
C -5.03 0.05 -2.84
C -5.01 1.34 -2.07
O -3.80 -0.63 -2.51
H -6.08 -0.97 -1.29
H -6.08 -1.82 -2.75
H -7.21 -0.42 -2.58
H -5.11 0.21 -3.94
H -4.14 1.95 -2.43
H -4.96 1.03 -1.01
H -5.89 1.93 -2.35
H -3.26 -1.01 -3.24
C 0.45 -2.18 -5.36
C -0.98 -1.58 -5.28
C -1.86 -2.42 -6.21
O -1.52 -1.72 -3.89
H 1.11 -1.44 -4.90
H 0.71 -2.39 -6.45
H 0.46 -3.15 -4.91
H -1.08 -0.52 -5.54
H -1.41 -2.28 -7.21
H -2.87 -2.09 -6.10
H -1.84 -3.43 -5.83
H -0.73 -1.57 -3.38
C 2.10 -1.48 4.10
C 2.89 -0.45 3.39
C 3.70 -0.95 2.29
O 1.77 0.43 2.96
H 2.60 -2.33 4.55
H 1.38 -1.87 3.42
H 1.62 -1.06 4.97
H 3.48 0.22 4.07
H 4.32 -0.20 1.81
H 3.04 -1.33 1.49
H 4.43 -1.71 2.67
H 2.19 1.09 2.34
C -3.83 -1.46 3.24
C -3.93 -1.52 4.78
C -3.45 -2.85 5.43
O -3.12 -0.37 5.28
H -4.12 -0.47 2.93
H -4.56 -2.10 2.79
H -2.81 -1.68 2.95
H -4.98 -1.38 5.08
H -2.33 -2.81 5.44
H -3.88 -3.70 4.85
H -3.83 -2.89 6.47
H -2.65 -0.61 6.10
C 1.07 3.95 -3.33
C 0.35 3.03 -2.35
C -0.48 3.87 -1.36
O -0.47 2.11 -3.03
H 0.29 4.55 -3.88
H 1.60 3.30 -4.03
H 1.64 4.79 -2.87
H 1.07 2.49 -1.76
H 0.17 4.61 -0.89
H -0.94 3.25 -0.56
H -1.24 4.38 -1.95
H -0.97 1.64 -2.38
O -2.01 0.94 -0.93
C -1.89 0.89 0.53
C -1.02 -0.23 0.95
O 0.31 -0.01 0.52
H -2.69 0.33 -1.29
H -1.39 1.80 0.87
H -2.87 0.98 1.01
H -1.37 -1.20 0.57
H -1.00 -0.25 2.06
H 0.85 0.10 1.32
O 1.90 5.52 0.22
C 1.28 5.11 1.42
C 2.16 4.03 2.06
O 2.22 2.86 1.22
H 1.75 6.45 0.11
H 1.27 5.96 2.13
H 0.33 4.61 1.18
H 1.86 3.74 3.06
H 3.13 4.50 2.24
H 2.61 3.14 0.42
```

Properties
Kohn-Sham gap: 8.97 eV
Lowest unoccupied orbital energy: 0.616 eV
SMILES: CC1(C)CCCC(C)(C)N1O.CC(C)O.CC(C)O.CC(C)O.CC(C)O.CC(C)O.CC(C)O.OCCO.OCCO
Electronic energy: -2110.7975 a.u.
Highest occupied orbital energy: -8.36 eV

Here are the Mulliken charges for atoms 1 to 8, given in e: atom 1 (C): -1.8210, atom 2 (C): 2.0069, atom 3 (C): -1.9939, atom 4 (C): -0.8794, atom 5 (C): -1.1574, atom 6 (C): -1.2094, atom 7 (C): 1.3012, atom 8 (C): -1.4802

=====

C31H83N5O9 | ωB97M-V with the def2-TZVPD basis set

```
128
Properties=species:S:1:pos:R:3
C 2.27 -1.88 -0.53
C 2.17 -3.35 -0.27
C 3.18 -3.83 0.76
O 0.78 -3.60 0.08
H 3.12 -1.61 -1.17
H 2.50 -1.16 0.25
H 1.36 -1.46 -0.96
H 2.47 -3.80 -1.21
H 2.69 -3.73 1.73
H 4.06 -3.20 0.91
H 3.50 -4.87 0.70
H 0.57 -2.89 0.70
C 3.12 1.45 0.79
C 3.51 2.89 1.23
C 2.51 3.46 2.19
O 4.74 2.74 1.94
H 3.83 1.16 0.01
H 2.10 1.41 0.40
H 3.25 0.61 1.47
H 3.45 3.50 0.33
H 1.61 3.82 1.69
H 3.00 4.37 2.53
H 2.40 2.81 3.06
H 4.77 1.84 2.27
C -5.38 1.96 3.54
C -4.15 2.60 2.90
C -3.93 2.12 1.41
O -4.34 4.02 2.84
H -5.55 2.37 4.54
H -5.17 0.89 3.58
H -6.37 2.14 3.12
H -3.33 2.34 3.56
H -3.18 2.65 0.83
H -4.89 2.35 0.93
H -3.49 1.14 1.22
H -3.49 4.39 2.60
C 2.82 -1.39 1.92
O 1.69 -1.75 1.09
C 0.44 -2.07 1.77
C 0.03 -0.88 2.67
N 0.78 -0.96 3.93
C 0.45 0.17 4.85
C 1.68 0.49 5.82
O 2.95 0.58 5.13
C 3.13 1.78 4.34
H 2.59 -0.43 2.37
H 3.75 -1.29 1.36
H 3.00 -2.03 2.79
H 0.50 -2.93 2.44
H -0.36 -2.20 1.04
H -1.04 -0.90 2.88
H 0.26 0.10 2.26
H 1.79 -0.93 3.83
H -0.41 -0.18 5.43
H 0.16 1.09 4.36
H 1.91 -0.43 6.35
H 1.53 1.19 6.64
H 2.28 2.18 3.79
H 3.91 1.56 3.61
H 3.55 2.63 4.89
C 2.04 1.73 -1.63
C 1.99 1.30 -3.19
C 0.85 2.01 -4.03
O -0.36 1.77 -3.32
C -1.51 2.33 -3.97
N 3.25 1.70 -3.90
H 2.65 1.10 -0.98
H 1.01 1.74 -1.28
H 2.45 2.74 -1.59
H 1.86 0.24 -3.42
H 0.76 1.59 -5.03
H 1.05 3.08 -4.06
H -1.71 1.90 -4.95
H -1.34 3.41 -4.02
H -2.36 2.24 -3.31
H 3.50 2.68 -3.83
H 4.05 1.34 -3.40
C -4.29 0.80 -1.68
C -3.95 0.09 -3.00
C -3.19 -1.28 -2.96
O -3.72 -2.18 -2.01
C -3.03 -2.31 -0.76
N -5.29 -0.17 -3.52
H -4.67 1.82 -1.75
H -3.41 0.77 -1.04
H -5.00 0.25 -1.06
H -3.39 0.75 -3.65
H -2.20 -1.05 -2.58
H -3.09 -1.71 -3.95
H -3.28 -1.49 -0.08
H -1.95 -2.37 -0.77
H -3.38 -3.11 -0.11
H -5.55 -0.94 -2.91
H -5.87 0.63 -3.30
C -0.39 -2.29 -1.56
C -0.44 -3.47 -2.51
C 0.29 -3.07 -3.83
O 1.55 -2.41 -3.58
C 1.51 -1.02 -4.14
N 0.26 -4.69 -2.02
H -1.18 -2.48 -0.84
H -0.59 -1.32 -2.03
H 0.59 -2.16 -1.10
H -1.47 -3.76 -2.75
H -0.31 -2.26 -4.26
H 0.40 -3.82 -4.62
H 2.54 -0.69 -4.26
H 1.05 -0.30 -3.45
H 1.22 -0.96 -5.19
H 1.13 -4.29 -1.70
H -0.27 -5.03 -1.23
C -0.21 1.96 -0.38
C 0.10 0.69 0.33
C -0.62 -0.51 -0.36
O -1.98 -0.33 -0.16
C -2.54 -0.63 1.10
N 1.53 0.54 0.55
H -0.17 1.73 -1.44
H 0.39 2.84 -0.13
H -1.21 2.34 -0.16
H -0.29 0.78 1.34
H -0.26 -1.41 0.13
H -0.38 -0.46 -1.42
H -2.11 -0.18 1.99
H -2.49 -1.70 1.28
H -3.63 -0.54 1.10
H 2.11 0.67 -0.28
H 1.92 -0.22 1.10
```

Properties
Kohn-Sham gap: 5.85 eV
Lowest unoccupied orbital energy: 0.142 eV
Electronic energy: -2180.1235 a.u.
Highest occupied orbital energy: -5.70 eV

Here are the Mulliken charges for atoms 1 to 8, given in e: atom 1 (C): 0.5913, atom 2 (C): -0.5358, atom 3 (C): -1.7330, atom 4 (O): -0.6178, atom 5 (H): 0.6466, atom 6 (H): 1.0825, atom 7 (H): -0.1268, atom 8 (H): 0.6672